No. 1
A 2-piece molecular cluster, C4H12N2 overall. Source: the Open Molecules 2025 dataset; level of theory: wB97M-V/def2-TZVPD.

Atoms and positions in Å:
C: 1.670 -1.066 0.250
C: 1.797 0.023 -0.788
C: 2.132 1.360 -0.055
N: -1.413 -0.176 -0.345
C: -2.749 -0.312 -0.394
N: -3.516 0.102 0.881
H: 1.488 -2.078 -0.121
H: 0.748 -0.936 0.825
H: 2.527 -1.107 0.938
H: 2.581 -0.175 -1.523
H: 0.826 0.234 -1.247
H: 1.375 1.601 0.698
H: 2.115 2.295 -0.635
H: 3.098 1.160 0.415
H: -3.244 0.383 -1.095
H: -3.123 -1.304 -0.659
H: -2.796 0.677 1.320
H: -3.516 -0.681 1.536

Forces on atoms 1 to 6 (eV/Å):
-0.5 -0.7 0.4
-0.4 1.7 0.4
-0.1 -0.4 0.0
-0.5 -0.2 -1.1
-1.0 0.7 3.0
1.0 -0.4 -0.1

Results of the Löwdin charge analysis, in e, for atoms 1 through 4: number 1, C, carries -0.16; number 2, C, carries -0.33; number 3, C, carries -0.13; number 4, N, carries 0.22

No. 2
A 3-piece molecular cluster, C15H41BrN2P overall. Source: the Open Molecules 2025 dataset; level of theory: wB97M-V/def2-TZVPD.

Summary:
* net charge: -1

Atoms and positions in Å:
P: -1.880 2.163 -0.229
C: -0.392 2.074 0.996
C: 0.798 1.224 0.577
C: 0.512 -0.248 0.651
Br: 2.025 -1.266 -0.121
H: -1.563 0.834 -0.811
H: -0.993 2.778 -1.258
H: -2.217 3.511 0.297
H: -2.764 1.531 0.786
H: -3.030 2.259 -1.145
H: -0.749 1.786 1.985
H: -0.037 3.100 1.092
H: 1.158 1.508 -0.407
H: 1.628 1.411 1.262
H: -0.356 -0.550 0.086
H: 0.392 -0.584 1.672
C: 3.932 3.660 -5.828
C: 4.055 2.230 -5.321
N: 4.234 2.147 -3.886
C: 4.622 0.824 -3.431
C: 3.614 -0.316 -3.604
C: 3.214 2.811 -3.084
C: 1.754 2.385 -3.281
H: 4.786 4.259 -5.510
H: 3.900 3.662 -6.919
H: 3.020 4.142 -5.474
H: 4.935 1.778 -5.788
H: 3.185 1.655 -5.676
H: 4.888 0.895 -2.373
H: 5.550 0.555 -3.950
H: 2.801 -0.236 -2.887
H: 4.105 -1.275 -3.422
H: 3.193 -0.349 -4.610
H: 3.288 3.886 -3.267
H: 3.485 2.688 -2.033
H: 1.493 2.293 -4.337
H: 1.084 3.126 -2.844
H: 1.528 1.439 -2.793
C: -2.827 -0.937 2.365
C: -2.596 -2.403 2.701
N: -2.429 -2.656 4.124
C: -1.939 -3.988 4.422
C: -2.834 -5.187 4.076
C: -3.490 -2.160 4.978
C: -4.920 -2.653 4.715
H: -2.028 -0.311 2.762
H: -2.845 -0.798 1.285
H: -3.777 -0.566 2.751
H: -1.678 -2.726 2.202
H: -3.413 -2.999 2.263
H: -1.689 -4.030 5.487
H: -0.989 -4.108 3.893
H: -3.668 -5.289 4.769
H: -2.251 -6.109 4.136
H: -3.232 -5.119 3.063
H: -3.489 -1.070 4.913
H: -3.219 -2.379 6.015
H: -5.164 -2.645 3.652
H: -5.634 -1.995 5.216
H: -5.087 -3.660 5.096

Forces on atoms 1 to 6 (eV/Å):
-0.3 0.2 0.0
0.1 0.1 -0.3
0.1 0.1 0.5
0.0 -0.2 -0.2
-0.1 -0.1 0.2
0.0 -0.2 0.0

Results of the Löwdin charge analysis, in e, for atoms 1 through 4: number 1, P, carries 0.17; number 2, C, carries -0.43; number 3, C, carries -0.40; number 4, C, carries -0.61

No. 3
A 16-piece molecular cluster, C23H78N2O16 overall. Source: the Open Molecules 2025 dataset; level of theory: wB97M-V/def2-TZVPD.

Atoms and positions in Å:
C: 2.185 1.580 -4.589
C: 3.271 2.677 -4.526
O: 4.524 2.142 -4.765
H: 1.913 0.946 -3.746
H: 2.433 1.069 -5.543
H: 1.186 1.878 -5.003
H: 3.103 3.248 -3.593
H: 3.070 3.304 -5.344
H: 5.066 2.887 -5.169
C: -2.086 -1.566 3.746
C: -1.642 -0.140 4.063
O: -1.120 -0.096 5.360
H: -2.753 -1.995 4.430
H: -1.217 -2.227 3.897
H: -2.478 -1.732 2.721
H: -2.528 0.485 4.039
H: -0.940 0.159 3.298
H: -0.364 -0.758 5.573
C: 1.588 1.521 3.699
C: 2.624 1.044 2.673
O: 3.642 0.588 3.547
H: 2.122 2.106 4.372
H: 1.126 0.555 4.103
H: 0.822 2.088 3.243
H: 3.150 1.810 2.133
H: 2.370 0.258 1.999
H: 4.545 0.915 3.350
C: -4.749 0.164 1.340
C: -5.312 -0.936 2.139
O: -5.625 -1.917 1.229
H: -5.370 0.587 0.474
H: -3.809 -0.203 0.976
H: -4.575 1.044 1.888
H: -6.160 -0.568 2.696
H: -4.685 -1.329 2.933
H: -5.316 -2.723 1.626
C: 0.634 4.737 0.111
C: 1.542 3.561 0.065
O: 2.193 3.235 -1.129
H: -0.069 4.677 -0.655
H: 1.162 5.680 0.076
H: 0.153 4.826 1.084
H: 0.995 2.666 0.299
H: 2.390 3.722 0.659
H: 2.771 2.492 -0.911
C: -0.119 -0.340 0.630
C: -0.033 -0.096 -0.837
O: 1.300 0.036 -1.150
H: 0.405 -1.210 1.026
H: -1.149 -0.461 0.946
H: 0.233 0.541 1.165
H: -0.496 0.893 -1.022
H: -0.557 -0.888 -1.368
H: 1.244 0.708 -1.800
C: -0.644 -0.404 -4.216
C: -1.551 0.413 -5.104
O: -2.344 -0.371 -5.984
H: 0.041 0.188 -3.566
H: -0.002 -1.007 -4.852
H: -1.190 -0.959 -3.471
H: -1.009 1.231 -5.625
H: -2.283 0.917 -4.480
H: -3.012 -0.774 -5.427
C: 1.452 -2.251 4.579
O: 1.263 -1.413 5.708
N: 2.258 -1.885 3.665
N: 1.301 -3.535 4.427
H: 2.731 -0.910 3.621
H: 2.183 -2.370 2.760
H: 0.661 -3.728 5.166
H: 0.735 -3.898 3.554
C: -2.839 -2.714 -0.636
O: -2.368 -2.880 0.668
H: -3.802 -3.045 -0.913
H: -2.145 -2.992 -1.397
H: -2.827 -1.620 -0.616
H: -2.906 -3.544 1.030
C: 3.419 -1.999 0.706
O: 2.438 -2.930 1.242
H: 4.103 -2.381 -0.026
H: 4.016 -1.648 1.507
H: 3.047 -1.013 0.344
H: 2.074 -3.352 0.451
C: 0.875 -3.448 -1.132
O: 1.851 -4.444 -1.178
H: 1.320 -2.522 -1.554
H: 0.391 -3.452 -0.202
H: 0.110 -3.738 -1.910
H: 1.472 -5.353 -1.274
C: 0.148 -5.563 1.855
O: -0.147 -4.227 2.251
H: -0.732 -6.162 1.909
H: 0.847 -6.021 2.506
H: 0.417 -5.390 0.808
H: -0.790 -3.891 1.604
C: -0.850 3.452 -3.564
O: 0.043 2.736 -2.777
H: -0.976 4.509 -3.190
H: -1.737 2.893 -3.771
H: -0.374 3.518 -4.583
H: 0.683 3.281 -2.334
C: 4.621 0.277 -1.528
O: 4.363 1.466 -0.846
H: 4.954 0.442 -2.473
H: 3.690 -0.201 -1.655
H: 5.288 -0.338 -0.889
H: 4.791 2.185 -1.301
C: -2.100 3.005 0.927
O: -1.478 2.681 2.151
H: -1.241 3.045 0.162
H: -2.603 3.995 0.982
H: -2.753 2.234 0.692
H: -1.210 3.541 2.475
C: -3.527 1.519 -1.838
O: -4.143 2.778 -1.781
H: -4.032 0.974 -2.645
H: -3.626 0.972 -0.908
H: -2.414 1.618 -1.919
H: -4.575 2.861 -2.669

Forces on atoms 1 to 6 (eV/Å):
-0.7 0.1 -2.6
-2.7 -0.5 1.2
2.5 0.9 -0.3
0.9 0.0 -0.1
0.5 -0.9 1.0
0.7 0.9 1.0

Results of the Löwdin charge analysis, in e, for atoms 1 through 4: number 1, C, carries -0.07; number 2, C, carries -0.34; number 3, O, carries -0.08; number 4, H, carries 0.04

No. 4
An isolated ion of composition C7H10N3O and charge +1. Source: the Open Molecules 2025 dataset; level of theory: wB97M-V/def2-TZVPD.

Summary:
* SMILES: C\C1=C([O-])/[NH+]=C\N=[NH+]\C=C/C1
* net charge: +1

Atoms and positions in Å:
C: -2.135 0.318 0.547
C: -1.390 0.032 1.602
C: 1.788 1.009 1.237
C: 0.986 0.645 -1.139
C: -1.474 0.217 -0.818
C: -0.094 -0.284 -0.751
C: 0.331 -1.691 -1.020
N: 0.941 0.336 1.851
N: 1.864 1.192 -0.150
N: -0.020 -0.381 1.253
O: 1.136 0.956 -2.305
H: -3.014 0.775 0.516
H: -1.514 0.144 2.696
H: 2.450 1.538 1.802
H: -2.128 -0.484 -1.392
H: -1.445 1.234 -1.461
H: 1.185 -2.002 -0.501
H: 0.308 -1.667 -2.101
H: -0.480 -2.243 -0.658
H: 2.604 1.845 -0.581
H: 0.102 -1.491 1.373

Forces on atoms 1 to 6 (eV/Å):
4.5 -0.7 -0.4
0.7 0.1 0.5
-1.2 -0.3 -3.8
1.9 2.3 -0.4
-1.3 1.3 -2.2
1.4 -0.5 3.9

Results of the Löwdin charge analysis, in e, for atoms 1 through 4: number 1, C, carries 0.00; number 2, C, carries -0.01; number 3, C, carries -0.10; number 4, C, carries -0.40

Q: Which orbital gap values were calculated for the entries above? A: 6.976; 6.137; 8.221; 10.205, in eV.
Q: Which calculated total energy values were calculated for the entries above? A: -7317.645; -98528.452; -60845.892; -13928.901, in eV.
Q: Which LUMO energy values were calculated for the entries above? A: -2.11; 2.80; -0.04; -4.04, in eV.